No. 1
{
  "formula": "H3NO3S",
  "method": "ωB97M-V with the def2-TZVPD basis set",
  "symbols": ["N", "O", "O", "O", "S", "H", "H", "H"],
  "coordinates": [[-2.954690, 0.958467, 0.416001], [1.129427, -1.777346, -0.474686], [0.759410, -0.909449, 0.617862], [-1.630480, -0.671080, -0.774277], [-1.787084, -0.003750, 0.468372], [0.916162, -0.084058, 0.190811], [-3.149816, 1.639098, 1.194760], [0.255400, -2.099381, -0.848439]],
  "forces_ev_per_angstrom": [[-0.128, 0.876, 0.576], [-0.961, -0.582, -0.266], [0.178, -1.557, -0.081], [0.271, -1.203, -1.522], [-1.333, 1.756, 1.618], [0.330, 1.269, -0.390], [0.627, -1.379, -0.717], [1.017, 0.820, 0.782]],
  "mulliken_charge": [-0.468, -0.343, -0.359, -0.419, 0.578, 0.360, 0.295, 0.356],
  "orbital_gap_ev": 10.03
}

No. 2
{
  "formula": "H3NO3Si",
  "method": "ωB97M-V with the def2-TZVPD basis set",
  "symbols": ["O", "N", "O", "Si", "O", "H", "H", "H"],
  "coordinates": [[0.663712, 0.157349, 2.170751], [0.106329, -0.314583, 1.203128], [-0.421301, -1.414103, 1.199664], [0.263266, 0.536184, -0.600359], [-0.946402, -0.191794, -1.444831], [1.660920, 0.279565, -0.862101], [0.122022, 1.888935, -0.299022], [-1.448546, -0.941554, -1.367229]],
  "forces_ev_per_angstrom": [[0.006, 0.422, 0.041], [0.520, 0.134, -1.359], [-0.347, -0.123, -0.047], [-1.382, -2.835, 1.437], [2.993, 4.065, -0.274], [0.268, -0.413, -0.502], [-0.589, 1.580, -0.004], [-1.470, -2.830, 0.707]],
  "mulliken_charge": [-0.552, 0.729, -0.545, 0.583, -0.401, -0.075, -0.083, 0.343],
  "smiles": "O=[N+]([O-])[SiH2]O",
  "orbital_gap_ev": 10.63
}

No. 3
{
  "formula": "H3NO4P",
  "method": "ωB97M-V with the def2-TZVPD basis set",
  "symbols": ["N", "P", "O", "O", "O", "O", "H", "H", "H"],
  "coordinates": [[0.931778, 0.152855, 1.259572], [-0.475523, -0.471516, 0.338257], [-1.225863, 0.730190, -0.179303], [-1.151875, -1.648106, 0.979117], [0.377778, -1.011585, -1.165506], [0.444372, 0.132314, -1.988506], [1.381694, 0.868933, 0.716040], [0.160364, 0.658094, 1.781685], [-0.442726, 0.588820, -1.741355]],
  "forces_ev_per_angstrom": [[-3.368, -0.860, 0.640], [1.565, -1.213, -2.328], [-0.253, -0.351, 0.453], [1.108, 1.345, -0.395], [-1.254, -0.320, 2.505], [-1.117, 1.390, -0.607], [-0.060, 0.331, -0.560], [1.848, 0.281, 0.507], [1.532, -0.604, -0.216]],
  "mulliken_charge": [-0.662, 0.985, -0.785, -0.701, -0.336, -0.411, 0.275, 0.245, 0.389],
  "charge": -1,
  "smiles": "N[P@](=O)([O-])OO",
  "orbital_gap_ev": 9.34
}

No. 4
{
  "formula": "H3NO4P",
  "method": "ωB97M-V with the def2-TZVPD basis set",
  "symbols": ["N", "P", "O", "O", "O", "O", "H", "H", "H"],
  "coordinates": [[0.517230, -0.393083, 1.406852], [0.713056, -0.378397, -0.156571], [1.620617, -1.074066, -1.048018], [-1.224576, -0.648185, -0.848723], [0.771995, 1.218988, -0.626727], [-0.371297, 1.938937, -0.138421], [0.493089, -1.315069, 1.623640], [-1.606055, -0.518485, 0.036914], [-0.914063, 1.169359, -0.248950]],
  "forces_ev_per_angstrom": [[0.275, 2.998, -1.908], [-2.958, 1.865, 0.064], [0.710, -0.995, -0.623], [2.625, 0.815, 1.474], [0.883, -0.508, -0.116], [0.897, 0.446, 0.140], [-0.128, -3.737, 1.490], [-0.109, -0.496, -0.321], [-2.194, -0.388, -0.199]],
  "mulliken_charge": [-0.678, 0.899, -0.661, -0.854, -0.238, -0.395, 0.204, 0.346, 0.376],
  "charge": -1,
  "smiles": "N=[P@@]([O-])(O)OO",
  "orbital_gap_ev": 9.23
}

No. 5
{
  "formula": "H3NOS",
  "method": "ωB97M-V with the def2-TZVPD basis set",
  "symbols": ["N", "O", "S", "H", "H", "H"],
  "coordinates": [[1.173372, -0.375098, 0.358123], [-0.714691, 0.227045, -1.220468], [0.484117, 0.817477, -0.620392], [1.553844, 0.047561, 1.159200], [0.205843, -0.908312, 0.549326], [-2.702484, 0.191327, -0.225789]],
  "forces_ev_per_angstrom": [[-3.908, -1.993, -1.355], [-0.545, -0.488, -0.226], [1.073, 1.162, -0.236], [0.449, 0.460, 1.571], [3.019, 0.865, 0.195], [-0.088, -0.006, 0.052]],
  "mulliken_charge": [-0.530, -0.463, 0.381, 0.278, 0.317, 0.018],
  "orbital_gap_ev": [8.56, 9.30]
}

No. 6
{
  "formula": "H3NP2S",
  "method": "ωB97M-V with the def2-TZVPD basis set",
  "symbols": ["N", "P", "P", "S", "H", "H", "H"],
  "coordinates": [[0.840864, 0.581771, 0.060702], [-0.874601, -1.502626, 0.413673], [0.652274, -0.468601, -1.089927], [-0.518175, -2.837839, 1.786922], [1.903828, 0.665471, 0.256897], [-0.851691, -0.228207, 1.036489], [-0.730647, -0.077823, -1.472690]],
  "forces_ev_per_angstrom": [[2.715, 1.416, 0.503], [0.547, -1.264, 1.771], [-1.198, -0.083, -1.961], [-0.299, 0.617, -0.764], [-2.175, -0.621, 0.323], [-0.611, 0.070, 0.371], [1.021, -0.135, -0.243]],
  "mulliken_charge": [-0.501, 0.147, 0.103, -0.243, 0.254, 0.167, 0.073],
  "orbital_gap_ev": 6.77
}

No. 7
{
  "formula": "H3O2PS",
  "method": "ωB97M-V with the def2-TZVPD basis set",
  "symbols": ["O", "P", "O", "S", "H", "H", "H"],
  "coordinates": [[0.971635, 0.893305, -0.333748], [0.128816, -0.208421, 0.560998], [0.791586, -1.501158, -0.249017], [-1.710189, 0.335863, -0.528108], [0.557395, 1.731551, -0.192125], [1.758173, -1.565224, 0.023280], [-2.497413, 0.314085, 0.718720]],
  "forces_ev_per_angstrom": [[0.786, -0.687, 0.496], [-0.013, 0.013, -1.426], [0.865, 0.297, 0.918], [-0.940, -0.788, 2.749], [-0.242, 1.172, -0.033], [-1.702, 0.032, -0.504], [1.246, -0.039, -2.200]],
  "mulliken_charge": [-0.443, 0.374, -0.457, -0.320, 0.332, 0.333, 0.181],
  "smiles": "OP(O)S",
  "orbital_gap_ev": 9.93
}

No. 8
{
  "formula": "H3O2PS",
  "method": "ωB97M-V with the def2-TZVPD basis set",
  "symbols": ["O", "O", "P", "S", "H", "H", "H"],
  "coordinates": [[-1.163987, 1.258830, -0.023595], [1.744859, -0.000467, 0.131747], [-2.321659, 0.335953, 0.136547], [-1.399574, -1.470054, 0.155855], [1.617401, 0.999263, 0.403115], [1.665648, -0.022886, -0.792189], [-0.142690, -1.100638, -0.011480]],
  "forces_ev_per_angstrom": [[1.697, 1.805, -0.252], [-0.203, 2.823, 2.943], [-2.129, 0.201, 0.163], [-0.156, -2.556, 0.154], [0.254, -3.089, -0.971], [-0.071, 0.230, -2.093], [0.609, 0.586, 0.056]],
  "lowdin_spin": [0.683, 0.006, 0.924, 0.377, 0.000, 0.000, 0.010],
  "spin_multiplicity": 3,
  "s_squared": 2.011,
  "orbital_gap_ev": [7.74, 7.28]
}

No. 9
{
  "formula": "H3O2PS2",
  "method": "ωB97M-V with the def2-TZVPD basis set",
  "symbols": ["O", "P", "O", "S", "S", "H", "H", "H"],
  "coordinates": [[0.122059, -0.800542, 0.850602], [0.325868, 0.338395, -0.191744], [1.061368, -0.600064, -1.360177], [1.222802, 1.876515, 0.714739], [-1.594495, 0.556447, -1.070422], [1.023521, -0.871072, 1.135214], [1.594451, -0.285387, -2.037641], [-2.337715, -0.374758, -0.457520]],
  "forces_ev_per_angstrom": [[-1.123, -0.884, 0.238], [0.575, 1.084, -1.375], [-1.872, -0.061, 3.144], [-0.787, -1.402, -1.734], [0.142, 0.795, -0.101], [1.084, -0.805, 1.285], [1.493, 1.492, -1.768], [0.487, -0.219, 0.310]],
  "mulliken_charge": [-0.453, 0.752, -0.461, -0.357, -0.277, 0.304, 0.318, 0.175],
  "smiles": "OP(O)(=S)S",
  "orbital_gap_ev": 9.52
}

No. 10
{
  "formula": "H3O2SSi",
  "method": "ωB97M-V with the def2-TZVPD basis set",
  "symbols": ["O", "O", "Si", "S", "H", "H", "H"],
  "coordinates": [[0.748546, 1.230242, -0.053941], [1.154345, -1.151902, 0.053404], [-0.328506, -0.174209, 0.007807], [1.983015, 0.280242, 0.001711], [-2.384713, 0.708576, -0.132935], [-0.431087, -0.684267, -1.373806], [-0.741597, -0.208684, 1.497762]],
  "forces_ev_per_angstrom": [[-3.329, 0.536, -0.183], [0.116, 0.893, 0.645], [-2.220, 1.363, 0.590], [4.619, -1.661, 0.173], [1.636, -0.469, -0.094], [-1.064, -0.038, -0.121], [0.242, -0.625, -1.010]],
  "mulliken_charge": [-0.252, -0.402, 0.008, -0.037, -0.106, -0.109, -0.103],
  "charge": -1,
  "orbital_gap_ev": 6.74
}